[1]
{
  "formula": "C5H11P",
  "method": "wB97M-V/def2-TZVPD",
  "species": ["C", "C", "C", "C", "C", "P", "H", "H", "H", "H", "H", "H", "H", "H", "H", "H", "H"],
  "xyz": [[-0.73123, -1.35217, -2.92885], [-0.44765, -0.20235, -2.82232], [-0.42048, 1.27075, -2.86337], [1.65996, -0.23811, 2.06496], [-0.93145, -0.28258, 2.28383], [0.20896, 0.85541, 1.59514], [-0.61502, -2.38271, -2.93870], [0.33189, 0.29062, 0.41750], [-1.19717, 1.66392, -3.64860], [0.52793, 1.70561, -3.06935], [-0.75577, 1.65262, -1.95499], [1.53082, -1.29875, 1.83808], [2.48801, 0.20327, 1.55248], [1.92004, -0.19851, 3.05078], [-1.90835, -0.19775, 1.75370], [-0.55617, -1.31784, 2.32756], [-1.10430, -0.17143, 3.34216]],
  "atomic_forces_ev_per_a": [[0.6, -0.5, 0.2], [-0.3, 2.2, -0.5], [-1.8, -0.4, -2.3], [-0.3, 0.7, -1.8], [-2.4, -1.8, 0.4], [2.0, 0.8, 2.2], [-0.3, -1.2, -0.1], [-0.4, -0.8, -2.8], [1.5, -0.8, 1.2], [0.8, 0.1, -0.3], [-0.5, 0.7, 1.7], [-0.1, 0.3, -0.5], [0.9, -0.2, -0.6], [0.4, 0.3, 2.9], [0.5, -0.4, 0.5], [-0.3, 0.2, -0.9], [-0.3, 0.9, 0.4]],
  "energy_ha": -538.3333,
  "e_above_lowest_kj_mol": 243.75,
  "lumo_ev": 0.98,
  "gap_ev": 10.25
}

***

[2]
{
  "formula": "C5H11PS",
  "method": "wB97M-V/def2-TZVPD",
  "species": ["C", "C", "C", "C", "C", "P", "S", "H", "H", "H", "H", "H", "H", "H", "H", "H", "H", "H"],
  "xyz": [[-0.10508, -0.63333, -1.53450], [0.10918, -0.30781, -0.01115], [0.99183, 1.87347, 0.08643], [-1.38771, -1.71289, 1.96394], [1.38254, 0.42967, 0.30527], [-0.20160, -1.97385, 0.83895], [-1.37805, 0.40961, -2.20026], [0.79341, -0.33729, -2.03503], [-0.49561, -1.53282, -2.02604], [-0.70264, 0.33795, 0.26874], [0.54190, 2.19006, 1.00453], [0.19774, 1.92664, -0.70431], [1.84959, 2.49180, -0.12940], [-1.72008, -2.62306, 2.49079], [-2.27698, 0.00000, -1.43060], [-1.65466, -0.72696, 2.20185], [1.80148, 0.05604, 1.27699], [2.25473, 0.13278, -0.36620]],
  "atomic_forces_ev_per_a": [[-0.2, 0.8, 0.0], [-0.9, -3.0, -0.2], [0.1, 0.1, -0.1], [1.2, -1.5, -0.6], [1.8, -1.6, -0.8], [0.3, 0.0, -0.2], [1.0, 2.4, -2.5], [0.6, 0.0, -0.6], [1.0, -0.9, 1.5], [-0.5, 0.1, 0.3], [-0.4, 0.7, 0.5], [1.1, 0.2, 0.5], [0.1, 0.4, -0.2], [-0.1, 0.9, 0.0], [-2.2, -1.0, 1.7], [-1.0, 1.0, 0.6], [-0.6, 1.2, -0.3], [-1.3, 0.2, 0.3]],
  "energy_ha": -936.5545,
  "e_above_lowest_kj_mol": 235.25,
  "lumo_ev": 0.41,
  "gap_ev": 9.29
}

***

[3]
{
  "formula": "C5H12",
  "method": "wB97M-V/def2-TZVPD",
  "species": ["C", "C", "H", "H", "H", "H", "C", "C", "C", "H", "H", "H", "H", "H", "H", "H", "H"],
  "xyz": [[-1.86123, -1.06922, -2.11216], [-0.54231, -1.19107, -2.00881], [-2.29966, -0.12731, -2.43532], [-2.64941, -1.71352, -1.74741], [0.01578, -0.26416, -2.06518], [0.04163, -2.03212, -1.65999], [0.35303, 1.40100, 0.12489], [1.22494, 0.49354, 0.95910], [0.53088, -0.16307, 2.14695], [-0.67021, 1.06700, -0.05819], [0.22521, 2.42996, 0.47136], [0.84268, 1.52302, -0.84894], [1.72719, -0.29864, 0.39504], [2.08906, 1.02532, 1.38257], [0.17453, -1.17568, 1.92787], [-0.37145, 0.34995, 2.49773], [1.16933, -0.25502, 3.03047]],
  "atomic_forces_ev_per_a": [[-0.3, 0.5, 0.4], [-0.3, 0.6, 0.6], [0.4, 0.1, 0.0], [0.4, -0.9, -0.4], [0.3, -0.2, -0.7], [-0.4, -0.3, 0.0], [0.1, 0.6, -1.1], [0.6, -0.2, 1.2], [-0.7, -0.6, 0.6], [0.2, -0.5, 0.1], [0.3, -0.2, 0.6], [-0.3, 0.0, -0.1], [-0.4, 0.1, -0.4], [-0.3, 0.4, -0.3], [0.1, 0.1, -0.2], [0.2, 0.3, -0.2], [0.1, 0.0, -0.2]],
  "energy_ha": -197.6449,
  "e_above_lowest_kj_mol": 168.60,
  "lumo_ev": 1.19,
  "gap_ev": 11.26
}

***

[4]
{
  "formula": "C5H12BBr4Na5O3",
  "method": "wB97M-V/def2-TZVPD",
  "species": ["Na", "Na", "Na", "Na", "Na", "C", "O", "O", "O", "B", "H", "H", "H", "H", "Br", "C", "C", "Br", "H", "H", "H", "H", "Br", "C", "C", "Br", "H", "H", "H", "H"],
  "xyz": [[-20.60958, -17.89111, 5.41131], [-18.69887, -19.47810, 1.90092], [-16.84522, -21.02609, 6.43926], [-16.33225, -18.47394, 4.06664], [-18.98022, -18.94957, 8.15900], [-18.92813, -20.03463, 4.60610], [-19.83464, -19.52010, 3.93342], [-17.92317, -20.45983, 4.02366], [-18.93236, -19.87291, 5.82533], [-17.22904, -17.43808, 1.97501], [-17.92383, -17.62041, 2.78016], [-17.71435, -16.90161, 1.17444], [-16.51967, -16.75036, 2.40870], [-16.70238, -18.27204, 1.53754], [-23.85591, -20.24960, 0.74173], [-22.60710, -18.86373, 0.26849], [-22.28349, -17.80238, 1.22525], [-20.92081, -16.77573, 0.13795], [-22.89606, -18.43145, -0.68949], [-21.62827, -19.26306, 0.00293], [-21.80405, -18.34166, 2.04220], [-23.03899, -17.13499, 1.63987], [-20.39590, -21.53057, 1.12713], [-20.64094, -23.07904, 2.47954], [-21.77432, -22.76246, 3.50014], [-21.72103, -23.74928, 5.24716], [-19.65164, -23.20821, 2.91850], [-20.75437, -24.06661, 2.03239], [-22.74097, -22.76818, 2.99651], [-21.67537, -21.72567, 3.82165]],
  "atomic_forces_ev_per_a": [[0.0, -0.4, -0.9], [0.4, 0.2, 0.1], [-0.3, -0.6, -0.8], [0.0, 0.2, -1.0], [-0.2, -0.3, -0.1], [0.2, 1.5, -3.2], [-3.3, 1.1, -1.3], [3.4, -1.8, -0.7], [0.3, 0.8, 7.6], [0.2, 0.2, -0.2], [-3.2, -1.2, 3.3], [-2.0, 1.9, -2.7], [3.0, 2.6, 1.6], [1.9, -3.7, -1.2], [0.5, -0.1, 0.0], [0.2, 0.8, -1.8], [1.0, 0.6, 1.1], [-0.8, -0.5, 1.1], [-0.8, -0.3, -0.3], [-0.3, -1.1, -0.1], [0.5, 0.6, 0.3], [-0.1, -0.1, -0.6], [-1.0, -1.8, 0.7], [0.2, -0.5, 1.3], [0.8, 1.2, -0.2], [0.0, 0.4, -1.6], [0.0, 0.8, 0.3], [-0.6, 0.5, -1.0], [-0.1, -0.9, 0.3], [0.3, -0.1, 0.1]],
  "spin_multiplicity": 2,
  "energy_ha": -11554.8791,
  "total_charge": 3,
  "e_above_lowest_kj_mol": 0.00,
  "lumo_ev": [-10.51, -13.72],
  "gap_ev": [6.66, 3.44]
}

***

[5]
{
  "formula": "C5H12BN",
  "method": "wB97M-V/def2-TZVPD",
  "species": ["B", "C", "C", "C", "C", "C", "N", "H", "H", "H", "H", "H", "H", "H", "H", "H", "H", "H", "H"],
  "xyz": [[-0.26333, 2.11318, -0.38019], [-0.05115, 1.57608, -1.78766], [0.87917, 0.31504, -1.84914], [0.40717, -0.62959, -0.73979], [-0.06451, -1.60823, 2.34683], [-0.54552, -0.33668, 1.59959], [0.28202, 0.10610, 0.54012], [-0.91731, 2.81223, 0.21368], [-1.00732, 1.45839, -2.19232], [0.30434, 2.21486, -2.64189], [0.81905, -0.16648, -2.73251], [1.86657, 0.45352, -1.68889], [-0.48703, -1.11160, -1.30505], [1.03995, -1.43519, -0.46601], [0.85126, -1.29857, 2.66905], [-0.82143, -1.79171, 3.25184], [-0.04811, -2.50015, 1.58357], [-1.51789, -0.54981, 1.13422], [-0.72593, 0.37863, 2.44454]],
  "atomic_forces_ev_per_a": [[2.6, -0.1, 0.0], [2.1, -0.3, -1.4], [-3.1, 0.9, 3.2], [-1.8, 0.1, -0.3], [-4.1, -1.7, -1.4], [-1.2, -0.9, 0.8], [-1.1, 1.6, -1.8], [-1.2, 0.4, 1.2], [-1.9, -1.5, -0.9], [0.4, 0.4, 1.4], [-0.5, -1.6, -3.1], [3.2, 1.5, 0.5], [0.4, 0.5, 2.1], [1.1, -1.0, -0.3], [2.8, -0.1, 1.3], [1.8, 0.2, -2.1], [0.2, 1.5, 1.9], [-0.2, 0.0, 0.1], [0.5, 0.2, -1.3]],
  "spin_multiplicity": 3,
  "energy_ha": -277.0756,
  "e_above_lowest_kj_mol": 73.95,
  "lumo_ev": [0.90, -1.34],
  "gap_ev": [6.09, 8.66]
}

***

[6]
{
  "formula": "C5H12FGdO2",
  "method": "wB97M-V/def2-TZVPD",
  "species": ["F", "C", "O", "C", "C", "H", "H", "H", "H", "H", "H", "H", "Gd", "C", "O", "C", "H", "H", "H", "H", "H"],
  "xyz": [[-0.89691, -1.87013, 0.35568], [-0.40614, 1.94575, 2.16128], [-0.36066, 0.69563, 1.44008], [-0.51804, -0.47282, 2.27315], [-1.34626, -1.55793, 1.65801], [-0.26030, 2.82031, 1.51926], [-1.38751, 1.99203, 2.64188], [0.51986, 1.95927, 2.74585], [-1.03347, -0.15974, 3.18973], [0.50778, -0.83264, 2.43575], [-2.39921, -1.28612, 1.53484], [-1.36070, -2.46707, 2.26404], [-1.84760, 0.62397, -1.12565], [2.25003, 1.94777, -1.75414], [1.88872, 1.87810, -0.39412], [1.28766, 0.69056, -0.02159], [2.66137, 2.94642, -1.93767], [2.99034, 1.17052, -2.00483], [1.38008, 1.77919, -2.41424], [1.77534, 0.39880, 0.91809], [1.66844, -0.20753, -0.54012]],
  "atomic_forces_ev_per_a": [[0.0, 0.5, -0.4], [0.6, -0.1, 0.0], [-3.0, -0.2, -0.9], [0.6, 0.4, 0.2], [-0.7, 0.0, -0.1], [-0.3, -0.4, -0.6], [0.6, 0.3, 0.6], [-0.7, 0.1, 0.8], [0.4, -0.3, 0.1], [-0.3, 0.0, 0.5], [-0.1, 0.3, 0.1], [0.4, 0.1, -0.1], [1.5, -0.5, 1.2], [0.3, 0.1, -1.2], [-1.3, -1.3, 0.5], [4.2, 0.0, -0.4], [-0.1, -0.3, 0.0], [-0.1, 0.4, 0.2], [0.1, 0.2, 0.1], [-1.2, 0.8, 0.6], [-1.0, 0.2, -1.4]],
  "spin_multiplicity": 8,
  "energy_ha": -1212.7945,
  "total_charge": 2,
  "lumo_ev": [-9.20, -9.91],
  "gap_ev": [6.10, 7.46]
}